[1]
The following is a DFT calculation (wB97M-V/def2-TZVPD) of a structure of composition C20H31BeN4O8S.

Each line ends with the Löwdin charge.
CARTESIAN COORDINATES (ANGSTROEM)
C  -1.27  -3.85  -2.12  0.03
N  0.13  -4.10  -1.73  -0.06
C  1.05  -3.14  -1.55  0.03
C  2.37  -3.44  -1.18  0.09
C  2.71  -4.83  -1.03  -0.14
C  1.84  -5.78  -1.36  0.03
C  0.55  -5.42  -1.66  0.07
C  4.06  -5.25  -0.48  -0.11
C  5.14  -5.46  -1.32  0.07
C  6.46  -5.52  -0.76  0.07
N  6.67  -5.49  0.59  -0.07
C  5.59  -5.20  1.34  -0.01
C  4.35  -5.02  0.89  0.05
C  8.04  -5.68  1.11  0.07
H  -1.99  -4.11  -1.34  0.12
H  -1.45  -4.41  -3.03  0.12
H  -1.51  -2.80  -2.27  0.11
H  0.69  -2.12  -1.50  0.15
H  3.18  -2.77  -0.92  0.14
H  2.03  -6.82  -1.14  0.15
H  -0.29  -6.09  -1.75  0.16
H  5.04  -5.62  -2.39  0.14
H  7.35  -5.42  -1.36  0.15
H  5.87  -5.18  2.38  0.16
H  3.55  -4.75  1.57  0.15
H  7.98  -5.32  2.14  0.11
H  8.74  -5.22  0.40  0.12
H  8.23  -6.75  1.12  0.12
Be  -1.22  2.61  -5.02  0.70
C  -5.47  3.82  -0.93  0.06
C  -4.44  3.46  -2.00  -0.67
O  -4.12  4.33  -2.83  0.23
O  -3.93  2.36  -2.12  0.15
H  -6.50  3.83  -1.29  0.11
H  -5.22  4.65  -0.27  0.10
H  -5.33  2.99  -0.24  0.10
O  -0.92  6.80  -6.02  0.02
C  -1.48  7.89  -6.24  -0.56
N  -2.73  8.05  -5.88  0.20
C  -0.67  8.93  -7.01  0.03
H  -3.05  7.25  -5.34  0.12
H  -3.25  8.91  -5.95  0.14
H  0.21  9.17  -6.42  0.09
H  -1.14  9.88  -7.26  0.09
H  -0.36  8.34  -7.88  0.10
O  -1.71  -2.07  2.29  -0.01
C  -1.14  -1.00  2.54  -0.60
N  -1.71  0.11  2.05  0.15
C  0.04  -0.90  3.50  0.00
H  -1.63  1.03  2.46  0.11
H  -2.40  -0.03  1.33  0.11
H  0.47  0.10  3.55  0.08
H  0.71  -1.61  3.02  0.07
H  -0.17  -1.27  4.51  0.09
C  -4.04  4.33  6.12  -0.23
C  -2.82  4.25  5.14  -0.13
O  -2.44  2.85  5.27  -0.26
S  -3.42  1.97  6.40  0.77
O  -2.63  1.15  7.29  -0.22
O  -4.51  1.32  5.63  -0.26
O  -3.87  3.38  7.08  -0.18
H  -4.93  4.15  5.52  0.12
H  -4.27  5.25  6.65  0.15
H  -2.04  4.84  5.62  0.12
H  -2.99  4.42  4.08  0.12

The calculation puts the HOMO energy at -14.98 eV. For the electronic energy, the calculation gives -54785.10448 eV. Its net charge is +3.

[2]
The following is a DFT calculation (wB97M-V/def2-TZVPD) of a cluster of 4 separate species, C20H31Br3Cl2F3O11PS in total.

Each line ends with the Löwdin charge.
CARTESIAN COORDINATES (ANGSTROEM)
C  2.00  0.86  -0.91  -0.09
C  0.47  0.82  -1.01  -0.37
C  -0.17  2.15  -1.43  -0.78
Br  -1.20  1.96  -3.08  0.71
P  -1.13  3.07  -0.05  0.66
Cl  -1.92  4.18  1.79  0.13
C  -2.68  2.09  -0.15  -0.37
C  -2.48  0.57  0.01  -0.24
C  -3.71  -0.14  0.59  -0.21
C  -5.06  0.15  -0.05  -0.26
S  -5.25  -0.57  -1.68  0.40
O  -6.62  -0.87  -1.91  -0.32
O  -4.23  -1.56  -1.86  -0.39
Cl  -4.80  0.98  -2.91  0.43
C  -1.07  4.68  -0.92  -0.33
C  -2.48  5.09  -1.39  -0.26
C  -2.61  6.59  -1.66  -0.84
F  -1.46  7.06  -2.21  0.00
Br  -4.03  6.87  -2.94  0.81
C  -2.84  7.42  -0.37  -0.97
F  -3.73  6.81  0.40  0.05
F  -1.68  7.46  0.30  0.05
Br  -3.40  9.25  -0.64  0.80
H  2.35  0.00  -0.34  0.07
H  2.46  0.87  -1.90  0.08
H  2.34  1.75  -0.38  0.07
H  0.19  0.06  -1.74  0.06
H  0.10  0.51  -0.03  0.08
H  0.63  2.83  -1.74  0.05
H  -0.14  2.66  0.84  0.04
H  -3.31  2.44  0.67  0.04
H  -3.20  2.36  -1.07  0.03
H  -1.67  0.40  0.72  0.11
H  -2.21  0.09  -0.93  0.07
H  -3.54  -1.22  0.55  0.11
H  -3.79  0.16  1.65  0.13
H  -5.86  -0.37  0.49  0.11
H  -5.34  1.20  -0.09  0.10
H  -0.43  4.60  -1.79  0.07
H  -0.68  5.42  -0.22  0.07
H  -2.72  4.57  -2.32  0.07
H  -3.25  4.82  -0.66  0.09
O  1.01  -2.18  -1.20  0.14
C  -0.05  -2.63  -1.53  -0.55
O  -0.24  -3.84  -2.08  0.07
C  -1.65  -4.10  -2.14  -0.09
C  -2.23  -2.70  -2.13  -0.12
O  -1.22  -1.97  -1.41  0.04
H  -1.87  -4.67  -3.05  0.13
H  -1.93  -4.68  -1.27  0.13
H  -2.32  -2.27  -3.13  0.14
H  -3.18  -2.62  -1.61  0.06
O  6.32  -3.50  1.35  0.14
C  5.50  -3.80  0.54  -0.57
O  5.58  -4.88  -0.27  0.06
C  4.32  -5.05  -0.93  -0.10
C  3.73  -3.65  -0.86  -0.11
O  4.36  -3.12  0.31  0.07
H  4.48  -5.41  -1.94  0.13
H  3.73  -5.77  -0.36  0.13
H  4.02  -3.04  -1.72  0.14
H  2.65  -3.62  -0.76  0.10
O  4.29  -4.68  7.37  0.16
C  4.92  -4.14  6.52  -0.58
O  4.59  -4.12  5.21  0.06
C  5.45  -3.19  4.53  -0.11
C  6.65  -3.15  5.45  -0.11
O  6.07  -3.46  6.73  0.05
H  5.68  -3.54  3.53  0.10
H  4.94  -2.23  4.47  0.14
H  7.39  -3.91  5.21  0.13
H  7.14  -2.18  5.50  0.13

The calculation puts the energy above the lowest of the compared OMol25 structures with the same formula, charge and spin at 0.9573 eV. The calculation puts the HOMO energy at -9.56 eV. For the electronic energy, the calculation gives -307213.65557 eV. The SMILES is CC[C@@H](Br)[PH](Cl)(CCCCS(=O)(=O)Cl)CC[C@@](F)(Br)C(F)(F)Br.O=C1OCCO1.O=C1OCCO1.O=C1OCCO1.

[3]
The following is a DFT calculation (wB97M-V/def2-TZVPD) of a cluster of 7 separate species, C20H31Cl8F9O6 in total.

Each line ends with the Löwdin charge.
CARTESIAN COORDINATES (ANGSTROEM)
C  14.34  -24.01  -11.27  -0.05
C  15.82  -24.01  -11.82  -0.19
O  16.63  -22.94  -11.33  0.01
C  17.00  -21.94  -12.17  -0.29
O  16.60  -21.73  -13.36  0.06
C  18.15  -21.11  -11.55  -0.57
F  18.99  -20.62  -12.49  0.13
F  17.77  -20.15  -10.77  0.22
F  18.91  -21.99  -10.89  0.14
H  14.37  -23.83  -10.20  0.08
H  14.01  -25.01  -11.57  0.06
H  13.65  -23.30  -11.73  0.02
H  15.76  -24.10  -12.91  0.12
H  16.28  -24.96  -11.59  0.12
C  11.47  -25.99  -10.58  -0.11
C  10.29  -26.75  -9.99  -0.20
O  9.13  -26.23  -10.64  -0.01
C  7.98  -25.86  -10.02  -0.30
O  7.91  -25.77  -8.80  0.14
C  6.64  -25.70  -10.91  -0.56
F  5.84  -26.67  -10.56  0.20
F  5.99  -24.60  -10.67  0.20
F  6.95  -25.76  -12.23  0.13
H  11.36  -24.93  -10.39  0.06
H  11.52  -26.03  -11.67  0.05
H  12.42  -26.30  -10.13  0.08
H  10.39  -26.59  -8.92  0.12
H  10.37  -27.83  -10.08  0.13
C  19.52  -24.27  -7.93  -0.06
C  18.17  -23.53  -7.85  -0.20
O  17.88  -22.87  -6.60  0.02
C  18.33  -21.57  -6.50  -0.30
O  19.09  -20.96  -7.27  0.12
C  17.85  -20.81  -5.26  -0.61
F  17.28  -21.75  -4.48  0.15
F  18.94  -20.46  -4.63  0.21
F  17.04  -19.82  -5.54  0.21
H  19.51  -24.92  -7.05  0.08
H  20.33  -23.55  -7.85  0.07
H  19.70  -24.87  -8.82  0.08
H  17.41  -24.29  -8.02  0.12
H  18.27  -22.79  -8.65  0.09
Cl  17.08  -17.92  -13.77  0.57
C  18.52  -18.27  -14.81  -0.63
C  18.05  -18.59  -16.17  -0.70
Cl  17.39  -20.23  -16.37  0.57
H  19.08  -19.16  -14.54  0.06
H  19.10  -17.35  -14.89  0.08
H  18.85  -18.43  -16.90  0.08
H  17.31  -17.83  -16.45  0.07
Cl  22.47  -22.74  -11.52  0.54
C  22.39  -21.13  -10.75  -0.65
C  23.76  -20.75  -10.24  -0.75
Cl  24.29  -21.64  -8.86  0.59
H  21.55  -21.03  -10.07  0.07
H  22.10  -20.50  -11.59  0.06
H  23.78  -19.70  -9.95  0.07
H  24.48  -20.83  -11.05  0.07
Cl  13.86  -20.22  -12.10  0.67
C  13.53  -19.59  -13.61  -0.76
C  13.26  -20.70  -14.66  -0.63
Cl  12.81  -19.88  -16.19  0.53
H  14.46  -19.11  -13.92  0.02
H  12.70  -18.89  -13.55  0.07
H  12.40  -21.28  -14.35  0.01
H  14.09  -21.41  -14.74  0.07
Cl  10.02  -22.43  -15.90  0.55
C  8.97  -23.31  -14.72  -0.63
C  9.80  -24.27  -13.94  -0.67
Cl  10.94  -23.49  -12.84  0.62
H  8.20  -23.83  -15.30  0.07
H  8.32  -22.64  -14.15  0.08
H  10.48  -24.84  -14.58  0.06
H  9.25  -25.05  -13.41  0.06

The calculation puts the energy above the lowest of the compared OMol25 structures with the same formula, charge and spin at 2.0610 eV. The calculation puts the HOMO energy at -10.38 eV. For the electronic energy, the calculation gives -158164.10799 eV. The SMILES is CCOC(=O)C(F)(F)F.CCOC(=O)C(F)(F)F.CCOC(=O)C(F)(F)F.ClCCCl.ClCCCl.ClCCCl.ClCCCl.

| no. | lowest unoccupied orbital energy (eV) |
| --- | --- |
| 1 | -12.39 |
| 2 | -0.25 |
| 3 | 0.33 |